Computed, not measured: a cluster of 9 separate species, C51H126N3O23P5 in total at a distorted geometry, with ωB97M-V with the def2-TZVPD basis set.

Each line ends with the Mulliken charge.
Cartesian coordinates (Å):
P (10.772, -15.458, -26.219)  1.3611
P (7.071, -8.465, -30.351)  0.9877
P (7.197, -3.165, -24.507)  0.8024
P (12.255, -4.960, -26.181)  0.4716
P (14.303, -12.277, -24.497)  0.4171
O (11.893, -5.931, -25.145)  0.1197
O (11.507, -14.437, -26.995)  -0.7676
O (10.072, -15.027, -24.866)  -0.4737
O (6.206, -4.213, -23.795)  -0.2346
O (14.195, -13.801, -24.023)  0.1295
O (11.163, -4.791, -27.323)  -0.3299
O (9.585, -16.202, -26.983)  -0.4857
O (9.852, -8.249, -21.936)  -0.4840
O (9.215, -9.435, -23.667)  -0.0918
O (7.559, -3.552, -25.883)  -0.5749
O (6.445, -7.133, -30.260)  -0.8137
O (13.645, -5.326, -26.949)  -0.4175
O (7.107, -9.238, -28.962)  -0.1530
O (14.026, -11.505, -23.132)  -0.3022
O (6.513, -1.749, -24.252)  -0.3492
O (8.858, -10.266, -21.700)  0.6229
O (13.449, -11.909, -25.624)  -0.7473
O (11.747, -16.701, -25.840)  -0.3672
O (8.566, -8.593, -30.852)  -0.3579
O (15.886, -12.039, -24.703)  -0.3110
O (8.396, -3.204, -23.438)  -0.2965
O (6.354, -9.441, -31.394)  -0.2876
O (12.530, -3.473, -25.675)  -0.4865
N (7.837, -8.543, -16.878)  0.9101
N (8.914, -13.957, -18.359)  0.9865
N (5.479, -11.379, -20.627)  1.7220
C (5.195, -6.348, -23.712)  -1.1859
C (4.079, -9.252, -21.006)  -1.8500
C (9.001, -6.022, -27.312)  0.2014
C (4.850, -11.306, -31.508)  -1.0931
C (15.338, -14.492, -23.494)  0.1461
C (6.742, -8.749, -15.942)  -0.9567
C (10.421, -5.877, -27.866)  -0.2348
C (14.095, -6.656, -27.169)  -0.4167
C (7.123, -0.619, -24.862)  -0.1738
C (7.391, 0.434, -23.751)  -1.1800
C (4.924, -13.473, -19.410)  -1.6952
C (8.537, -10.030, -20.341)  -0.6291
C (10.862, -17.826, -28.371)  -0.9354
C (13.927, -17.645, -25.470)  -1.3811
C (13.045, -16.418, -25.389)  0.1776
C (9.653, -13.233, -17.283)  -1.2294
C (12.843, -3.321, -24.277)  0.0375
C (5.391, -11.839, -22.009)  -1.5200
C (14.588, -7.275, -25.838)  -0.2658
C (6.767, -6.248, -17.388)  -1.6148
C (7.699, -14.602, -17.865)  -1.1472
C (12.877, -10.663, -23.055)  1.0986
C (9.084, -8.309, -16.128)  -0.6375
C (14.361, -3.153, -24.060)  -1.3062
C (16.377, -10.768, -25.119)  0.0484
C (15.153, -14.703, -21.993)  -1.3073
C (7.474, -7.532, -17.840)  0.0609
C (8.976, -11.888, -17.096)  -0.1503
C (9.767, -14.811, -19.176)  -0.6185
C (9.761, -13.479, -22.968)  -0.3991
C (10.601, -13.863, -24.152)  0.1945
C (9.071, -7.700, -31.893)  -0.3076
C (5.406, -9.923, -20.539)  1.2844
C (9.760, -8.514, -24.582)  0.1660
C (10.532, -15.910, -18.388)  -1.3510
C (8.295, -7.800, -33.204)  -1.2035
C (16.732, -10.765, -26.582)  -1.1084
C (9.763, -16.803, -28.280)  -0.2659
C (7.274, -10.658, -28.812)  -0.0142
C (9.381, -9.270, -22.374)  -0.5317
C (6.710, -14.757, -19.007)  -1.0497
C (10.274, -8.103, -17.087)  -1.1414
C (8.422, -10.972, -27.865)  -1.1860
C (12.796, -10.178, -21.590)  -1.3721
C (5.417, -9.194, -16.551)  -0.7894
C (5.593, -5.208, -24.619)  0.1831
C (9.238, -4.377, -23.490)  1.3398
C (9.280, -4.831, -22.038)  -1.3379
C (4.507, -12.059, -19.778)  -0.8608
C (6.544, -11.441, -22.926)  -0.0895
C (4.984, -9.825, -31.193)  -0.2350
H (9.889, -16.015, -29.024)  0.2494
H (11.144, -8.290, -16.454)  0.4501
H (14.761, -3.760, -23.249)  0.3205
H (15.672, -9.964, -24.879)  -0.1131
H (10.918, -18.449, -27.482)  0.2514
H (7.877, -9.176, -20.206)  0.0189
H (3.520, -12.059, -20.266)  0.4815
H (13.334, -18.440, -24.999)  0.3119
H (4.137, -8.256, -20.572)  0.5132
H (10.995, -15.498, -17.490)  0.2848
H (10.853, -18.340, -29.333)  0.4084
H (9.466, -10.025, -19.769)  0.4733
H (4.405, -6.026, -23.020)  0.3590
H (9.398, -10.722, -28.287)  0.3801
H (9.496, -13.917, -16.437)  0.3476
H (12.837, -10.997, -20.879)  0.3127
H (14.890, -17.682, -24.967)  0.3851
H (10.220, -8.780, -17.934)  0.0862
H (14.056, -17.961, -26.509)  0.2963
H (15.418, -7.975, -25.917)  0.1342
H (5.387, -9.665, -19.476)  -0.9263
H (9.234, -15.295, -19.995)  0.2349
H (8.038, -0.010, -22.993)  0.2728
H (10.726, -13.219, -17.463)  0.5676
H (13.399, -7.338, -27.663)  0.1937
H (5.661, -14.785, -18.683)  0.4129
H (15.290, -13.807, -21.386)  0.3128
H (14.175, -15.127, -21.754)  0.2711
H (8.936, -6.047, -26.224)  -0.6844
H (6.022, -6.654, -23.072)  0.1114
H (11.889, -9.583, -21.465)  0.2335
H (9.792, -16.642, -18.062)  0.2902
H (17.211, -10.486, -24.469)  0.3369
H (10.829, -8.715, -24.694)  0.2625
H (8.140, -0.809, -25.208)  0.2545
H (5.123, -12.896, -22.093)  0.6559
H (4.602, -9.602, -30.198)  0.3058
H (5.491, -11.890, -30.844)  0.2536
H (8.302, -11.978, -27.471)  0.3874
H (6.808, -7.906, -18.628)  -0.5041
H (6.526, -0.133, -25.628)  0.3699
H (8.302, -5.211, -21.746)  0.3226
H (7.891, -11.959, -17.065)  0.1512
H (6.357, -10.988, -28.318)  0.2622
H (8.952, -7.494, -15.408)  0.4098
H (14.783, -3.457, -25.019)  0.3475
H (16.934, -9.746, -26.915)  0.3809
H (6.839, -5.442, -18.118)  0.3836
H (13.513, -15.593, -25.932)  0.4020
H (13.703, -7.730, -25.393)  -0.0508
H (10.012, -5.617, -21.840)  0.2682
H (6.490, 0.713, -23.203)  0.3029
H (4.363, -11.484, -18.859)  0.4355
H (7.507, -11.568, -22.434)  -0.6859
H (7.441, -7.141, -33.310)  0.3490
H (14.907, -6.525, -27.886)  0.4100
H (7.344, -11.125, -29.793)  0.3206
H (8.441, -6.879, -27.693)  0.0831
H (6.476, -10.391, -23.218)  0.0930
H (4.795, -8.325, -16.769)  0.2788
H (4.767, -7.172, -24.282)  0.4691
H (8.964, -6.700, -31.465)  0.2681
H (5.703, -6.402, -17.186)  0.2563
H (16.282, -13.972, -23.623)  0.2573
H (15.855, -15.428, -21.570)  0.4308
H (5.212, -11.474, -32.522)  0.2807
H (11.826, -17.309, -28.425)  0.2237
H (7.046, -9.547, -15.254)  0.5932
H (11.340, -16.404, -18.926)  0.4514
H (9.362, -8.609, -25.589)  -0.1426
H (4.781, -4.896, -25.272)  0.3129
H (10.186, -4.094, -23.939)  -0.5355
H (5.177, -14.022, -20.323)  0.4197
H (3.840, -11.687, -31.367)  0.3842
H (7.217, -13.940, -17.139)  0.5359
H (8.843, -13.001, -23.306)  0.1167
H (10.916, -6.762, -27.441)  0.0454
H (9.279, -11.418, -16.155)  0.2854
H (6.710, -14.035, -19.819)  0.2283
H (10.344, -12.749, -22.403)  0.1334
H (6.302, -9.534, -21.023)  -0.2050
H (4.109, -14.054, -18.982)  0.4067
H (11.981, -11.246, -23.284)  -0.2252
H (7.884, -15.486, -17.239)  0.3863
H (8.009, -10.833, -19.820)  0.0692
H (10.468, -14.149, -19.691)  0.4001
H (10.484, -5.917, -28.950)  0.3368
H (8.308, -7.141, -18.428)  0.6181
H (13.089, -16.182, -24.317)  0.0317
H (3.937, -9.296, -22.083)  0.3297
H (9.067, -7.320, -33.831)  0.4416
H (4.408, -9.309, -31.962)  0.3589
H (8.464, -10.305, -26.999)  0.0226
H (5.576, -9.748, -17.479)  -0.1886
H (4.434, -11.499, -22.453)  0.3649
H (9.528, -14.291, -22.281)  0.2198
H (9.242, -9.257, -15.615)  0.4621
H (7.108, -5.820, -16.438)  0.3480
H (6.352, -5.721, -25.217)  -0.0580
H (12.971, -9.824, -23.746)  -0.1003
H (8.801, -17.272, -28.487)  0.3007
H (8.810, -5.202, -24.064)  -0.3780
H (14.918, -6.480, -25.170)  0.2265
H (6.754, -15.770, -19.426)  0.4810
H (6.556, -7.905, -15.261)  0.3380
H (10.133, -7.936, -31.896)  0.3993
H (15.861, -11.138, -27.128)  0.2664
H (4.815, -9.839, -15.911)  0.4261
H (8.368, -5.181, -27.604)  0.4342
H (5.858, -13.460, -18.850)  0.2639
H (7.864, 1.326, -24.158)  0.3761
H (8.202, -8.778, -33.664)  0.2719
H (6.411, -12.033, -23.832)  0.6125
H (9.676, -7.464, -24.304)  -0.1974
H (3.285, -9.817, -20.517)  0.3161
H (10.668, -13.110, -24.942)  0.4087
H (9.567, -3.989, -21.407)  0.4401
H (12.623, -4.216, -23.698)  0.0454
H (14.673, -2.139, -23.809)  0.2886
H (12.230, -2.486, -23.947)  0.5544
H (17.546, -11.424, -26.884)  0.3396
H (10.386, -7.075, -17.429)  0.3773
H (13.556, -9.403, -21.472)  0.4260
H (9.242, -11.146, -17.849)  -0.1892
H (15.285, -15.454, -24.004)  0.1281
H (11.652, -14.002, -23.885)  -0.3833

For the LUMO energy, the calculation gives 0.02115 hartree. The HOMO-LUMO gap is 0.3195 Eh. The HOMO energy comes out at -8.118 eV. The total charge is 0.

---

Computed, not measured: a structure of composition C4H3BeFO6 at a distorted geometry, with ωB97M-V with the def2-TZVPD basis set.

Each line ends with the natural charge from an NBO analysis.
Cartesian coordinates (Å):
F (1.868, -1.885, -1.120)  -0.3351
O (1.639, -0.026, 0.048)  -1.0147
O (0.111, 2.125, 0.347)  -0.7714
O (-0.711, 0.616, 1.541)  -0.7873
O (-0.572, -1.563, 0.915)  -0.4284
O (-1.578, -0.951, 2.739)  -0.0608
O (-0.477, 3.593, -1.318)  -0.2908
C (-0.315, -1.345, -0.491)  -0.1469
C (1.062, -0.779, -0.852)  0.4914
C (-0.153, 2.679, -0.684)  1.1114
C (-0.926, -0.590, 1.687)  0.9643
Be (0.793, 1.016, 0.814)  1.7283
H (-0.507, -2.309, -0.968)  0.2642
H (0.822, 0.041, -1.797)  0.0899
H (-1.054, -0.621, -0.861)  0.1859

Its expectation value of S² is 0.754. For the LUMO energy (spin up / spin down), the calculation gives -0.23136 / -0.29799 hartree. The HOMO-LUMO gap (spin up / spin down) is 0.3072 / 0.2404 Eh. As for the spin multiplicity: 2. The HOMO energy (spin up / spin down) comes out at -14.654 / -14.652 eV. The total charge is +1.

---

Computed, not measured: a cluster of 2 separate species, C8H11NO in total at a distorted geometry, with ωB97M-V with the def2-TZVPD basis set.

Each line ends with the natural charge from an NBO analysis.
Cartesian coordinates (Å):
O (-1.123, -1.508, -1.931)  -0.6470
N (-1.843, 0.251, -0.410)  -0.8129
C (1.631, 0.868, 2.635)  -0.1980
C (0.967, -0.679, 0.779)  -0.2504
C (1.496, 0.004, -0.239)  -0.1891
C (-1.948, -0.610, -1.488)  0.6673
C (1.259, -0.387, 2.124)  -0.2221
C (2.169, 1.645, 1.430)  -0.1874
C (2.076, 1.174, 0.171)  -0.2245
C (-3.219, -0.625, -2.357)  -0.6994
H (-1.099, 0.313, 0.087)  0.3816
H (0.748, -1.626, 0.484)  0.2229
H (1.499, -0.245, -1.229)  0.2290
H (-2.638, 0.860, 0.274)  0.4151
H (2.393, 2.555, 1.689)  0.1898
H (-3.582, -1.640, -2.113)  0.2435
H (1.617, 1.143, 3.676)  0.2240
H (0.647, -0.902, 2.904)  0.1991
H (-3.866, 0.104, -1.732)  0.1941
H (2.520, 1.802, -0.603)  0.2054
H (-2.938, -0.399, -3.443)  0.2591

For the LUMO energy, the calculation gives 0.02165 hartree. The HOMO-LUMO gap is 0.3615 Eh. The HOMO energy comes out at -9.248 eV. The total charge is 0.

---

Question: total charge of number 3 (C8H11NO)?
Answer: 0